1.
The following is a DFT calculation (ωB97M-V/def2-TZVPD) of a molecular structure, C53H49FN3O3PReS2 in a non-equilibrium geometry.

Positions of all 113 atoms, in Å:
1 Re -0.52495 1.36398 -0.66773
2 C 5.87145 5.13495 -3.11603
3 C 5.57416 5.02749 -1.62581
4 C 6.78634 4.70348 -0.77333
5 C 7.32113 3.31554 -1.10051
6 C 6.21920 2.28600 -0.93962
7 C 6.49935 0.96928 -0.67385
8 C 5.46982 0.04589 -0.48141
9 F 5.79909 -1.22941 -0.24775
10 C 4.16122 0.40305 -0.50689
11 C 3.84356 1.73926 -0.79445
12 C 2.46785 2.15924 -0.86324
13 O 1.56468 1.36194 -0.37357
14 C 2.20118 3.41724 -1.40537
15 C 3.24671 4.28990 -1.60952
16 N 4.51806 3.97788 -1.39379
17 C 4.86336 2.67041 -1.03412
18 C 0.84370 3.84372 -1.79200
19 O 0.56284 4.98822 -2.01986
20 O -0.01534 2.81228 -1.93132
21 H 6.69379 5.83695 -3.27776
22 H 4.99980 5.50497 -3.66488
23 H 6.15217 4.16563 -3.54169
24 H 5.14446 5.96005 -1.27590
25 H 6.49952 4.73911 0.28076
26 H 7.54299 5.47034 -0.93167
27 H 8.14859 3.06562 -0.44036
28 H 7.71678 3.28570 -2.11930
29 H 7.53057 0.63294 -0.60333
30 H 3.37608 -0.32128 -0.32033
31 H 3.03407 5.29528 -1.95925
32 S -2.65399 0.27685 -0.98110
33 C -2.40440 -1.30894 -1.43290
34 N -3.39473 -2.08810 -1.75497
35 C -3.12361 -3.49389 -2.12419
36 C -2.04789 -4.02298 -1.24011
37 N -0.85231 -3.14823 -1.36388
38 C 0.45558 -3.85821 -1.29820
39 C 0.64171 -4.73660 -2.51153
40 C 0.68319 -6.11962 -2.38194
41 C 0.84857 -6.92190 -3.50847
42 C 0.96323 -6.33889 -4.76326
43 C 0.91779 -4.95335 -4.89680
44 C 0.75976 -4.15409 -3.77313
45 C -0.99346 -1.86772 -1.45038
46 S 0.29584 -0.76623 -1.58700
47 C -4.80815 -1.60873 -1.82430
48 C -5.60879 -1.98699 -0.60623
49 C -6.30526 -3.19116 -0.54591
50 C -7.02443 -3.52663 0.59548
51 C -7.06006 -2.65162 1.67668
52 C -6.38374 -1.43786 1.61164
53 C -5.65946 -1.10751 0.47524
54 H -2.81518 -3.53619 -3.17039
55 H -4.03303 -4.07125 -2.00464
56 H -1.76997 -5.02314 -1.55194
57 H -2.36108 -4.04227 -0.19487
58 H 0.44016 -4.45352 -0.38565
59 H 1.24369 -3.12345 -1.21453
60 H 0.60035 -6.57715 -1.39799
61 H 0.88748 -8.00090 -3.40245
62 H 1.09630 -6.96284 -5.64034
63 H 1.01354 -4.49717 -5.87732
64 H 0.74154 -3.06987 -3.87885
65 H -5.23110 -2.03336 -2.73371
66 H -4.79203 -0.53164 -1.93563
67 H -6.32638 -3.86019 -1.40535
68 H -7.57317 -4.46211 0.63261
69 H -7.63454 -2.90652 2.56166
70 H -6.43519 -0.74192 2.44149
71 H -5.14318 -0.15068 0.41828
72 C 0.68688 3.75728 1.92375
73 C 0.79819 2.76495 3.06101
74 C 1.49936 3.12452 4.20987
75 C 1.57069 2.29078 5.31838
76 C 0.93107 1.06199 5.30227
77 C 0.23943 0.67233 4.16482
78 C 0.17704 1.50569 3.04110
79 P -0.89822 0.95786 1.68375
80 C -1.11798 -0.84246 1.89307
81 C -2.42029 -1.35035 1.93564
82 C -2.65822 -2.71881 1.96377
83 C -1.58417 -3.59575 1.94925
84 C -0.28636 -3.10170 1.90000
85 C -0.01635 -1.73088 1.86952
86 C 1.43797 -1.29601 1.86993
87 C -2.45917 1.78716 1.98458
88 C -3.17280 1.65571 3.17883
89 C -4.34690 2.36160 3.35027
90 C -4.79732 3.20213 2.33255
91 C -4.07173 3.34225 1.16007
92 C -2.87781 2.64366 0.97459
93 C -2.03277 2.84634 -0.26959
94 H 1.29006 4.64266 2.11967
95 H -0.34678 4.09296 1.79531
96 H 1.02348 3.32593 0.98081
97 H 1.98628 4.09377 4.23832
98 H 2.11865 2.60843 6.20138
99 H 0.97087 0.40682 6.16682
100 H -0.25068 -0.29650 4.15349
101 H -3.26293 -0.66429 1.94496
102 H -3.67688 -3.09385 2.01210
103 H -1.75605 -4.66867 1.99129
104 H 0.55392 -3.79478 1.91111
105 H 2.06632 -2.07295 1.42652
106 H 1.79146 -1.13497 2.89254
107 H 1.61977 -0.37733 1.32353
108 H -2.81059 1.00225 3.96853
109 H -4.90806 2.26866 4.27144
110 H -5.71836 3.75963 2.46347
111 H -4.42405 4.01181 0.38044
112 H -1.47934 3.78735 -0.24264
113 H -2.65349 2.90575 -1.16772

HOMO energy (spin up / spin down), hartree: -0.45997 / -0.45471
Maximum force, eV Å⁻¹: 1.3
Charge: +2
HOMO-LUMO gap (spin up / spin down), eV: 6.28 / 6.05
Multiplicity: 2
<S²>: 1.051



2.
The following is a DFT calculation (ωB97M-V/def2-TZVPD) of a molecular structure, C53H49N4PRuS5 in a non-equilibrium geometry.

Positions of all 113 atoms, in Å:
1 Ru -0.18954 0.45656 -1.85823
2 N -0.72272 -0.82048 -0.41030
3 S -0.99075 -1.25137 0.97496
4 N 0.31791 -1.61504 1.90069
5 S 1.22126 -0.58481 2.64687
6 N 1.65285 0.73346 1.94598
7 S 2.24370 1.00774 0.41816
8 N 1.28508 1.17023 -0.69274
9 C 3.36119 -0.40231 0.23258
10 C 2.78390 -1.55582 -0.26759
11 C 3.51592 -2.73072 -0.25855
12 C 4.80577 -2.73981 0.25194
13 C 5.38708 -1.56174 0.69545
14 C 4.66358 -0.37893 0.68871
15 C 3.15522 2.54639 0.67000
16 C 3.97964 2.77279 1.75940
17 C 4.66007 3.97905 1.84379
18 C 4.49896 4.94690 0.86212
19 C 3.65193 4.71473 -0.21245
20 C 2.98260 3.50717 -0.31340
21 C 0.36454 -0.05581 4.12997
22 C 0.22490 1.28440 4.43811
23 C -0.52620 1.64042 5.54735
24 C -1.12218 0.66004 6.32634
25 C -0.95783 -0.68284 6.01664
26 C -0.20536 -1.04836 4.91338
27 C 2.61403 -1.56712 3.22751
28 C 3.59675 -0.90390 3.94580
29 C 4.67708 -1.61897 4.43492
30 C 4.75984 -2.98553 4.21251
31 C 3.76372 -3.64105 3.50525
32 C 2.68096 -2.93160 3.00808
33 C -1.95601 -0.07243 1.94245
34 C -1.80626 1.26043 1.60787
35 C -2.47294 2.21999 2.34969
36 C -3.31135 1.83348 3.38425
37 C -3.47235 0.49036 3.68631
38 C -2.77314 -0.47563 2.98095
39 C -1.81829 -2.83778 0.88985
40 C -3.18556 -2.85692 0.67168
41 C -3.80379 -4.06986 0.41446
42 C -3.05401 -5.23620 0.36078
43 C -1.68132 -5.19744 0.55502
44 C -1.05482 -3.98993 0.81701
45 H 1.77183 -1.51469 -0.65889
46 H 3.08114 -3.63658 -0.64943
47 H 5.36775 -3.66099 0.29301
48 H 6.40455 -1.55362 1.05165
49 H 5.10774 0.54735 1.01805
50 H 4.08564 2.02893 2.53566
51 H 5.31428 4.15941 2.68397
52 H 5.03326 5.88290 0.94026
53 H 3.52103 5.47615 -0.96626
54 H 2.32344 3.29050 -1.14087
55 H 0.69501 2.02187 3.80725
56 H -0.64792 2.68183 5.80198
57 H -1.70402 0.94092 7.18968
58 H -1.41761 -1.44289 6.63083
59 H -0.06441 -2.08657 4.65222
60 H 3.50689 0.15722 4.12367
61 H 5.44623 -1.11604 5.00073
62 H 5.58918 -3.54491 4.61450
63 H 3.82238 -4.70732 3.35156
64 H 1.89158 -3.42122 2.46173
65 H -1.18033 1.52413 0.76249
66 H -2.34364 3.26111 2.10657
67 H -3.85295 2.57818 3.94734
68 H -4.15091 0.18977 4.46790
69 H -2.87383 -1.52088 3.22817
70 H -3.75455 -1.93832 0.69979
71 H -4.86926 -4.10052 0.25600
72 H -3.54287 -6.17676 0.16009
73 H -1.10015 -6.10449 0.50423
74 H 0.01171 -3.92433 0.96087
75 C 1.47836 3.99321 -4.42891
76 C 0.62672 3.14589 -3.53599
77 S 0.78555 1.43823 -3.78324
78 C -0.24457 3.69907 -2.63512
79 C -0.39343 5.17312 -2.42768
80 S -1.31567 2.75713 -1.67348
81 H 2.09024 3.35718 -5.06051
82 H 2.12829 4.64510 -3.84673
83 H 0.85707 4.62055 -5.06814
84 H 0.18242 5.75896 -3.13452
85 H -0.07401 5.43315 -1.41826
86 H -1.44322 5.44524 -2.52103
87 C -1.70847 -2.62149 -2.94773
88 P -1.66379 -0.80365 -3.21346
89 C -1.55137 -0.61096 -5.01285
90 C -2.02414 0.58627 -5.54996
91 C -1.89389 0.83937 -6.90172
92 C -1.29383 -0.09899 -7.72779
93 C -0.83441 -1.29318 -7.19929
94 C -0.95862 -1.55581 -5.84479
95 C -3.38760 -0.35168 -2.83886
96 C -3.66826 0.26944 -1.62601
97 C -4.96689 0.63195 -1.31723
98 C -5.98961 0.37090 -2.21408
99 C -5.71648 -0.27363 -3.41051
100 C -4.41945 -0.63337 -3.72923
101 H -2.34390 -3.07697 -3.71155
102 H -2.12126 -2.82590 -1.95763
103 H -0.70258 -3.04122 -3.00071
104 H -2.49351 1.31065 -4.89441
105 H -2.25813 1.76780 -7.31341
106 H -1.18037 0.10467 -8.78248
107 H -0.37423 -2.02375 -7.84583
108 H -0.58413 -2.48773 -5.44632
109 H -2.86027 0.47058 -0.92667
110 H -5.18008 1.12281 -0.37927
111 H -6.99987 0.67496 -1.98645
112 H -6.51718 -0.49831 -4.09805
113 H -4.20071 -1.12147 -4.66846

HOMO energy (spin up / spin down), hartree: -0.43214 / -0.47154
ΔE to the lowest compared entry with this formula, charge and spin, kJ/mol: 30.6
Maximum force, eV Å⁻¹: 1.6
Charge: +2
HOMO-LUMO gap (spin up / spin down), eV: 7.20 / 6.38
Multiplicity: 5
<S²>: 6.027